Run 1
8
Properties=species:S:1:pos:R:3:mulliken_charge:R:1 method="wB97M-V/def2-TZVPD" orbital_gap_ev=11.9851 e_lumo_ev=0.95 charge=0 smiles=NOC(F)F
C 0.961 -0.017 0.266 0.484
N -1.312 -0.158 -0.103 -0.490
O -0.008 0.153 -0.681 -0.260
F 1.797 0.967 0.128 -0.242
F 1.549 -1.178 0.074 -0.242
H 0.571 0.164 1.351 0.203
H -1.836 0.808 -0.244 0.283
H -1.722 -0.739 -0.790 0.263

Run 2
8
Properties=species:S:1:pos:R:3:mulliken_charge:R:1 method="wB97M-V/def2-TZVPD" orbital_gap_ev=11.5355 e_lumo_ev=0.79 charge=0 smiles="O=C(F)F.N"
C 2.587 -0.255 -0.332 0.634
N -0.405 0.458 0.333 -0.644
O 3.120 -1.200 -0.761 -0.340
F 2.283 0.874 -1.008 -0.153
F 2.180 -0.100 0.926 -0.156
H -1.196 0.631 -0.141 0.205
H -0.534 -0.072 1.187 0.235
H -0.347 1.398 0.732 0.219

Least stable of them? run 1.

Run 1
9
Properties=species:S:1:pos:R:3:mulliken_charge:R:1 method="wB97M-V/def2-TZVPD" orbital_gap_ev=9.4393 e_lumo_ev=-0.52 charge=0 smiles="CC(=O)C=O"
C -0.257 -0.647 0.947 -0.916
C 0.559 -0.133 -0.205 0.620
O 1.664 -0.531 -0.503 -0.495
C -0.047 0.963 -1.089 -0.002
O -1.154 1.410 -0.929 -0.452
H 0.401 -1.121 1.678 0.307
H -0.972 -1.395 0.581 0.263
H -0.834 0.157 1.412 0.312
H 0.640 1.299 -1.892 0.363

Run 2
9
Properties=species:S:1:pos:R:3:mulliken_charge:R:1 method="wB97M-V/def2-TZVPD" orbital_gap_ev=11.2081 e_lumo_ev=0.73 charge=0 smiles="O=CO.C#C"
C 1.329 -0.230 0.913 -0.076
C -0.965 0.207 -0.448 0.077
C 1.568 0.484 -0.025 -0.665
O -1.053 1.334 -0.021 -0.464
O -1.670 -0.778 0.268 -0.417
H 0.967 -0.639 1.812 0.393
H -0.451 0.033 -1.415 0.444
H 1.894 1.139 -0.819 0.413
H -1.619 -1.550 -0.266 0.297

Least stable of them? run 2.

Run 1
18
Properties=species:S:1:pos:R:3:mulliken_charge:R:1 method="wB97M-V/def2-TZVPD" orbital_gap_ev=8.8591 e_lumo_ev=1.07 charge=0 smiles="C=CCN/C=C/C"
C -3.449 -0.070 0.372 -0.987
C -2.126 0.680 0.277 -0.262
C -0.927 0.075 0.571 -0.225
N 0.314 0.656 0.520 -0.406
C 1.387 -0.330 0.220 -0.293
C 3.362 -0.479 -0.988 -0.655
C 2.408 0.345 -0.569 -0.343
H -3.196 -1.017 -0.060 0.277
H -4.294 0.304 -0.406 0.263
H -3.834 -0.092 1.376 0.264
H -2.135 1.769 0.142 0.300
H -0.799 -0.986 0.757 0.344
H 0.265 1.423 -0.195 0.288
H 1.763 -0.936 1.027 0.345
H 0.968 -1.004 -0.550 0.334
H 3.245 -1.586 -1.045 0.240
H 4.384 -0.173 -1.102 0.265
H 2.663 1.421 -0.349 0.251

Run 2
18
Properties=species:S:1:pos:R:3:mulliken_charge:R:1 method="wB97M-V/def2-TZVPD" orbital_gap_ev=11.8590 e_lumo_ev=0.98 charge=0
C 0.128 -2.150 1.426 -1.224
C 0.376 -0.657 1.225 -0.464
C -0.256 -0.064 -0.043 0.368
C 0.107 1.410 -0.278 -0.463
C -0.396 1.989 -1.598 -1.226
C 0.863 -1.073 -1.628 -0.194
N -0.323 -1.080 -1.424 -0.297
H 0.466 -2.467 2.419 0.382
H 0.672 -2.732 0.677 0.308
H -0.937 -2.393 1.335 0.304
H -0.086 -0.095 2.058 0.352
H 1.450 -0.437 1.259 0.333
H -1.322 -0.174 -0.003 0.141
H -0.363 1.953 0.562 0.353
H 1.189 1.560 -0.181 0.331
H -1.465 1.789 -1.740 0.304
H -0.247 3.075 -1.628 0.383
H 0.144 1.545 -2.439 0.308

Least stable of them? run 1.

Run 1
15
Properties=species:S:1:pos:R:3:mulliken_charge:R:1 method="wB97M-V/def2-TZVPD" orbital_gap_ev=9.2563 e_lumo_ev=1.02 charge=0 smiles="[H]/N=C/N.C=CN"
C 2.015 -0.460 -0.818 -0.645
C 2.146 0.309 0.347 -0.020
N 0.953 0.704 1.082 -0.521
H 0.985 -0.656 -1.165 0.144
H 2.948 -0.670 -1.303 0.287
H 3.127 0.278 0.844 0.292
H 0.143 0.089 0.762 0.244
H 1.128 0.602 2.076 0.240
N -1.888 0.944 -0.703 -0.395
C -1.663 -0.462 -0.533 -0.073
N -1.486 -1.018 0.643 -0.676
H -2.591 1.205 -1.396 0.217
H -1.254 1.469 -0.012 0.282
H -1.419 -1.038 -1.441 0.360
H -1.105 -2.017 0.501 0.264

Run 2
15
Properties=species:S:1:pos:R:3:mulliken_charge:R:1 method="wB97M-V/def2-TZVPD" orbital_gap_ev=9.5840 e_lumo_ev=0.95 charge=0
C -1.729 0.126 1.159 -0.907
C -0.467 -0.760 1.004 -0.434
C 0.888 0.400 -0.852 0.405
H -1.862 0.656 0.155 0.242
H -2.588 -0.402 1.587 0.350
H -1.425 0.924 1.886 0.259
H -0.522 -1.564 0.132 0.261
H -0.094 -1.226 1.960 0.285
H 0.946 0.829 1.158 0.280
H 1.323 -0.542 -2.714 0.281
H 1.185 -1.554 -1.351 0.248
H 1.647 2.048 -1.883 0.204
N 0.681 0.064 0.498 -0.277
N 0.804 -0.682 -1.815 -0.514
N 1.212 1.683 -0.924 -0.684

Least stable of them? run 1.

Run 1
15
Properties=species:S:1:pos:R:3:mulliken_charge:R:1 method="wB97M-V/def2-TZVPD" orbital_gap_ev=9.6315 e_lumo_ev=1.12 charge=0 smiles="CN/N=C/CN"
C -2.809 0.259 -0.206 -0.712
C 0.598 -0.192 0.389 -0.161
C 1.906 0.540 0.251 -0.548
H -2.765 0.876 -1.106 0.248
H -2.962 0.923 0.658 0.293
H -3.657 -0.430 -0.293 0.301
H -1.581 -1.185 0.640 0.269
H 0.607 -1.145 0.939 0.288
H 2.323 0.777 1.237 0.318
H 1.708 1.494 -0.250 0.278
H 2.556 -0.436 -1.411 0.255
H 3.180 -1.042 -0.039 0.229
N -1.585 -0.515 -0.127 -0.221
N -0.454 0.250 -0.176 -0.251
N 2.933 -0.172 -0.506 -0.585

Run 2
15
Properties=species:S:1:pos:R:3:mulliken_charge:R:1 method="wB97M-V/def2-TZVPD" orbital_gap_ev="8.6456 / 8.5612" e_lumo_ev="0.48 / 0.67" charge=0
C -1.617 -0.836 -0.369 -0.906
C 0.394 1.401 -0.434 -0.833
C -0.950 -0.281 0.851 -0.277
N 2.426 -0.499 -0.135 -0.112
N 2.000 -0.567 0.910 -0.200
N 0.136 0.708 0.758 -0.462
H -1.016 -0.457 -1.209 0.285
H -1.652 -1.901 -0.304 0.317
H -2.693 -0.510 -0.516 0.216
H 0.866 2.293 -0.174 0.386
H 1.227 0.787 -0.989 0.332
H -0.440 1.484 -1.141 0.320
H -1.483 0.401 1.488 0.376
H -0.685 -1.085 1.457 0.321
H 3.487 -0.939 -0.194 0.236

Least stable of them? run 2.

Run 1
17
Properties=species:S:1:pos:R:3:mulliken_charge:R:1 method="wB97M-V/def2-TZVPD" orbital_gap_ev=9.0224 e_lumo_ev=0.82 charge=0 smiles="CN(C=S)CCN"
C -1.059 -1.759 0.672 -0.874
C 0.443 0.063 1.196 -0.948
C 1.741 -0.625 0.920 -0.470
C -1.213 0.323 -0.543 0.103
H -0.295 -2.433 0.236 0.363
H -1.270 -2.036 1.706 0.279
H -1.960 -1.927 0.054 0.269
H 0.561 1.142 0.985 0.371
H 0.118 -0.186 2.212 0.297
H 1.784 -1.605 1.427 0.344
H 2.515 0.020 1.360 0.348
H 1.692 0.103 -1.018 0.163
H 2.782 -1.119 -0.756 0.219
H -1.980 -0.238 -1.080 0.157
N -0.685 -0.398 0.426 0.202
N 1.871 -0.768 -0.515 -0.457
S -0.733 1.777 -1.123 -0.366

Run 2
17
Properties=species:S:1:pos:R:3:mulliken_charge:R:1 method="wB97M-V/def2-TZVPD" orbital_gap_ev=8.6067 e_lumo_ev=-0.47 charge=0
C 2.089 0.899 0.240 0.013
C 1.553 -0.115 -0.379 -0.196
C 1.704 2.310 0.035 -0.951
C 2.115 -1.526 -0.088 -1.163
N -5.254 -1.484 0.496 -0.521
N -4.562 -0.762 -0.239 0.155
S -3.251 0.197 0.112 -0.205
H 2.956 0.707 0.856 0.255
H 0.797 -0.033 -1.081 0.367
H 0.963 2.265 -0.837 0.241
H 2.691 2.838 -0.198 0.248
H 1.397 2.821 0.974 0.282
H 1.313 -2.096 0.371 0.280
H 2.972 -1.630 0.548 0.315
H 2.399 -2.054 -1.000 0.311
H -4.897 -1.550 1.391 0.264
H -4.986 -0.789 -1.201 0.305

Run 3
17
Properties=species:S:1:pos:R:3:mulliken_charge:R:1 method="wB97M-V/def2-TZVPD" orbital_gap_ev=9.4186 e_lumo_ev=0.90 charge=0 smiles="CS/C=N/N(C)C"
C 0.532 1.001 2.327 -0.785
C -0.099 0.867 -0.332 -0.112
C -1.423 -1.892 -1.128 -0.941
C 0.932 -2.044 -1.468 -0.830
H -0.301 0.304 2.467 0.251
H 0.635 1.615 3.218 0.330
H 1.413 0.462 2.080 0.270
H -0.407 1.250 -1.277 0.385
H -1.581 -2.540 -1.989 0.320
H -1.408 -2.501 -0.208 0.349
H -2.181 -1.233 -0.995 0.333
H 1.831 -1.459 -1.517 0.294
H 1.003 -2.705 -0.565 0.319
H 0.766 -2.674 -2.383 0.284
N 0.070 -0.396 -0.117 -0.284
N -0.190 -1.143 -1.330 -0.148
S 0.089 2.042 0.932 -0.034

Run 4
17
Properties=species:S:1:pos:R:3:mulliken_charge:R:1 method="wB97M-V/def2-TZVPD" orbital_gap_ev=8.9768 e_lumo_ev=0.38 charge=0
C 1.997 0.205 1.522 -1.030
C 1.372 0.601 0.138 -0.356
C -0.862 -0.107 -0.388 0.631
C -0.482 -1.184 -1.423 -0.963
H 1.662 -0.891 1.712 0.251
H 1.888 0.995 2.422 0.245
H 3.061 0.022 1.378 0.358
H 1.886 -0.209 -0.498 0.189
H 1.730 1.640 0.042 0.235
H 0.632 -0.887 -1.957 0.273
H -0.596 -2.404 -0.577 0.227
H -1.494 -1.052 -2.411 0.257
H -2.991 -0.935 -0.535 0.338
H -2.818 2.295 -0.258 0.130
N 0.022 0.641 0.069 -0.282
N -2.254 -0.023 -0.067 -0.344
S -2.754 1.292 0.832 -0.161

Least stable of them? run 4.